Record 1
Molecular formula: CHBr3O
Method: DFT, wB97M-V/def2-TZVPD

Calculated values
Orbital gap = 10.7903 eV
LUMO = 0.22 eV
Spin multiplicity = 1
HOMO = -0.3885 Ha

XYZ file:
```
6
CHBr3O (wB97M-V/def2-TZVPD)
C 3.854 0.111 -0.806
O 3.542 0.023 -1.904
Br 4.473 -1.318 0.192
Br 0.564 -0.350 0.402
Br 4.104 1.653 0.189
H 0.660 -1.816 0.548
```

Charges computed using Löwdin, reported in e:
1 C -1.501
2 O -0.011
3 Br 0.707
4 Br 0.308
5 Br 0.716
6 H -0.220

***

Record 2
Molecular formula: CHBrClF
Method: DFT, wB97M-V/def2-TZVPD

Calculated values
Orbital gap (spin up / spin down) = 5.1644 / 5.1705 eV
LUMO (spin up / spin down) = -3.36 / -3.36 eV
Spin multiplicity = 1
HOMO (spin up / spin down) = -0.3132 / -0.3133 Ha

XYZ file:
```
5
CHBrClF (wB97M-V/def2-TZVPD)
C -0.544 0.402 -0.240
F -0.089 1.462 0.321
Cl 2.222 -1.345 0.488
Br -1.429 -0.874 0.636
H -0.161 0.355 -1.205
```

Charges computed using Löwdin, reported in e:
1 C -0.587
2 F 0.088
3 Cl -0.524
4 Br 0.962
5 H 0.062

***

Record 3
Molecular formula: CHBrClF
Method: DFT, wB97M-V/def2-TZVPD

Calculated values
Orbital gap (spin up / spin down) = 7.3133 / 7.6921 eV
LUMO (spin up / spin down) = -2.57 / -2.32 eV
Spin multiplicity = 1
HOMO (spin up / spin down) = -0.3631 / -0.3679 Ha

XYZ file:
```
5
CHBrClF (wB97M-V/def2-TZVPD)
C -0.277 0.176 -0.199
F -0.869 1.063 0.549
Cl 0.972 -1.773 1.288
Br 1.214 0.992 -0.887
H -1.040 -0.458 -0.750
```

Charges computed using Löwdin, reported in e:
1 C -0.705
2 F -0.024
3 Cl -0.196
4 Br 0.818
5 H 0.107

***

Record 4
Molecular formula: CHBrClNO
Method: DFT, wB97M-V/def2-TZVPD

Calculated values
Orbital gap (spin up / spin down) = 7.7577 / 8.5414 eV
LUMO (spin up / spin down) = -1.30 / -1.71 eV
Spin multiplicity = 1
HOMO (spin up / spin down) = -0.3328 / -0.3768 Ha

XYZ file:
```
6
CHBrClNO (wB97M-V/def2-TZVPD)
C -2.389 -1.213 0.678
N 0.817 -2.451 -0.792
O -3.284 -1.894 0.895
Cl -0.046 -1.273 -0.021
Br -2.638 0.650 0.134
H 0.267 -2.707 -1.624
```

Charges computed using Löwdin, reported in e:
1 C -0.791
2 N -0.402
3 O 0.031
4 Cl 0.614
5 Br 0.571
6 H -0.021

***

Record 5
Molecular formula: CHBrF2O
Method: DFT, wB97M-V/def2-TZVPD

Calculated values
Orbital gap = 11.6411 eV
LUMO = -0.42 eV
Spin multiplicity = 1
HOMO = -0.4434 Ha
Structure (SMILES) = O=C(F)Br.F

XYZ file:
```
6
CHBrF2O (wB97M-V/def2-TZVPD)
O -0.238 0.084 0.416
C 0.901 0.409 0.244
F 1.278 1.704 0.141
Br 2.364 -0.737 -0.255
F -2.514 -0.914 -0.536
H -1.792 -0.547 -0.010
```

Charges computed using Löwdin, reported in e:
1 O 0.063
2 C -0.828
3 F 0.043
4 Br 0.800
5 F -0.123
6 H 0.045

***

Record 6
Molecular formula: CHBrF2OS
Method: DFT, wB97M-V/def2-TZVPD

Calculated values
Orbital gap (spin up / spin down) = 7.0115 / 7.5831 eV
LUMO (spin up / spin down) = 0.30 / -3.02 eV
Expectation value of S² = 2.008
Spin multiplicity = 3
HOMO (spin up / spin down) = -0.2466 / -0.3897 Ha

XYZ file:
```
7
CHBrF2OS (wB97M-V/def2-TZVPD)
C -3.105 -2.697 2.493
O -2.235 -2.841 3.251
F -4.106 -1.775 2.584
F -3.240 -3.273 1.330
S -1.180 -0.514 0.611
Br -1.258 1.627 0.278
H 0.253 -0.642 0.412
```

Atom charges from the Löwdin analysis, given in e for atoms 1 to 6:
1 C -0.599
2 O 0.212
3 F 0.121
4 F 0.169
5 S 0.142
6 Br 0.072

***

Looking at energy above the lowest of the compared OMol25 structures with the same formula, charge and spin for the records above, in order, we have 16.7 103.3 8.3 388.2 17.4 0.0 kJ/mol.